# 1
{"formula": "C43H49ClN9O8S3Si4TeTi", "method": "ωB97M-V/def2-TZVPD", "fmax_ev_per_a": 3.34, "spin_multiplicity": 1, "total_charge": -1, "e_tot_ha": -6693.20260, "homo_ev": -4.71, "lumo_ev": 0.7, "orbital_gap_ev": 5.429, "symbols": ["Ti", "C", "C", "C", "C", "C", "C", "C", "C", "C", "S", "C", "N", "H", "H", "H", "H", "H", "H", "H", "H", "O", "C", "O", "C", "C", "Cl", "N", "N", "C", "C", "O", "O", "C", "C", "C", "C", "C", "C", "H", "H", "H", "H", "H", "H", "O", "C", "C", "Si", "C", "C", "Si", "Te", "Si", "C", "C", "C", "Si", "C", "C", "C", "H", "H", "H", "H", "H", "H", "H", "H", "H", "H", "H", "H", "H", "H", "H", "H", "H", "H", "H", "H", "H", "H", "H", "H", "H", "H", "H", "N", "C", "C", "C", "C", "C", "C", "S", "O", "O", "N", "C", "S", "C", "C", "N", "H", "H", "H", "H", "H", "H", "H", "H", "O", "N", "C", "C", "N", "C", "N"], "coordinates": [[-0.52, -0.31, 0.24], [-3.10, 2.32, 0.09], [-3.88, 1.05, -0.06], [-5.31, 1.08, -0.08], [-6.00, -0.08, -0.17], [-5.31, -1.31, -0.31], [-5.95, -2.56, -0.39], [-5.21, -3.70, -0.57], [-3.81, -3.61, -0.73], [-3.15, -2.40, -0.67], [-1.48, -2.25, -1.15], [-3.91, -1.24, -0.36], [-3.22, -0.07, -0.17], [-2.29, 2.22, 0.83], [-2.61, 2.57, -0.86], [-3.73, 3.15, 0.38], [-5.80, 2.04, 0.02], [-7.09, -0.09, -0.14], [-7.03, -2.60, -0.32], [-5.69, -4.66, -0.62], [-3.24, -4.51, -0.94], [0.47, -5.58, 2.51], [-0.68, -5.20, 3.05], [-1.32, -5.92, 3.77], [-1.16, -3.83, 2.71], [-2.31, -3.24, 3.21], [-3.35, -3.77, 4.44], [-2.45, -2.01, 2.65], [-1.42, -1.76, 1.82], [-0.66, -2.84, 1.84], [0.60, -2.83, 1.04], [1.36, -3.79, 1.07], [0.84, -1.74, 0.37], [-3.50, -1.08, 2.91], [-4.81, -1.53, 2.84], [-5.83, -0.66, 3.18], [-5.54, 0.65, 3.54], [-4.23, 1.09, 3.55], [-3.19, 0.22, 3.25], [0.85, -4.86, 1.93], [-5.03, -2.54, 2.51], [-6.86, -1.01, 3.13], [-6.34, 1.33, 3.79], [-4.00, 2.12, 3.79], [-2.17, 0.57, 3.27], [2.52, 0.74, -0.43], [1.51, 0.60, -1.04], [4.54, 2.70, -2.05], [4.37, 1.68, -3.61], [6.10, 1.52, -4.35], [3.24, 2.54, -4.85], [3.62, -0.52, -3.34], [1.15, -0.62, -2.75], [4.93, -1.81, -1.91], [4.04, -3.34, -1.33], [5.46, -0.77, -0.45], [6.47, -2.34, -2.86], [3.48, -1.58, -5.44], [5.07, -1.48, -6.43], [2.12, -0.81, -6.48], [3.07, -3.39, -5.14], [4.53, 3.76, -2.32], [5.48, 2.48, -1.55], [3.74, 2.55, -1.34], [6.45, 2.51, -4.64], [6.12, 0.88, -5.22], [6.81, 1.12, -3.63], [3.12, 3.59, -4.59], [2.23, 2.12, -4.88], [3.66, 2.48, -5.85], [3.12, -3.10, -0.79], [4.69, -3.91, -0.66], [3.77, -3.99, -2.17], [4.60, -0.34, 0.06], [6.10, 0.05, -0.76], [6.02, -1.39, 0.26], [6.22, -3.02, -3.68], [7.16, -2.86, -2.20], [7.00, -1.49, -3.30], [5.25, -0.46, -6.76], [4.99, -2.11, -7.31], [5.93, -1.80, -5.86], [2.33, 0.23, -6.71], [1.14, -0.84, -5.99], [2.04, -1.36, -7.42], [3.92, -3.92, -4.72], [2.79, -3.88, -6.07], [2.24, -3.51, -4.44], [-4.86, 4.04, 7.00], [-3.93, 3.93, 5.97], [-4.16, 4.56, 4.74], [-3.22, 4.48, 3.73], [-2.04, 3.77, 3.92], [-1.80, 3.16, 5.15], [-2.74, 3.24, 6.16], [-0.80, 3.79, 2.66], [0.40, 4.23, 3.32], [-1.37, 4.54, 1.57], [-0.66, 2.26, 2.16], [0.35, 1.53, 2.56], [1.56, 1.92, 3.76], [2.17, 0.30, 3.66], [1.51, -0.40, 2.73], [0.48, 0.28, 2.08], [-5.80, 4.26, 6.72], [-4.81, 3.32, 7.70], [-5.07, 5.12, 4.59], [-3.38, 4.96, 2.78], [-0.87, 2.63, 5.32], [-2.54, 2.76, 7.11], [3.02, -0.02, 4.23], [1.76, -1.40, 2.44], [-0.84, 0.72, -1.19], [0.27, 1.34, -0.59], [0.35, 2.73, -0.83], [0.00, 3.16, -2.11], [-0.28, 3.56, -3.16], [1.24, 3.45, -0.02], [1.98, 4.06, 0.61]]}

# 2
{"formula": "C43H49N2O5PSSbSr", "method": "ωB97M-V/def2-TZVPD", "fmax_ev_per_a": 0.10, "spin_multiplicity": 1, "total_charge": -1, "e_tot_ha": -3164.40933, "homo_ev": -4.79, "lumo_ev": 2.5, "orbital_gap_ev": 7.259, "symbols": ["Sr", "O", "C", "C", "C", "C", "C", "C", "C", "N", "C", "C", "N", "C", "C", "C", "C", "C", "C", "C", "O", "H", "H", "H", "H", "H", "H", "H", "H", "H", "H", "H", "H", "H", "H", "O", "S", "O", "O", "C", "C", "C", "C", "C", "C", "P", "C", "C", "C", "C", "C", "C", "C", "C", "C", "C", "C", "C", "H", "H", "H", "H", "H", "H", "H", "H", "H", "H", "H", "H", "H", "H", "C", "C", "C", "Sb", "C", "C", "C", "C", "C", "C", "H", "H", "H", "H", "H", "H", "H", "H", "H", "H", "H", "H", "H", "H", "H", "H", "H", "H", "H", "H", "H"], "coordinates": [[-1.04, -0.04, -0.15], [1.06, -0.57, 0.96], [1.89, -0.18, 1.85], [3.22, -0.70, 1.89], [4.15, -0.26, 2.79], [3.84, 0.73, 3.73], [2.56, 1.23, 3.74], [1.57, 0.81, 2.84], [0.25, 1.38, 3.01], [-0.80, 1.19, 2.31], [-2.02, 1.81, 2.81], [-3.01, 2.07, 1.68], [-3.27, 0.82, 0.99], [-4.43, 0.32, 1.09], [-4.89, -0.95, 0.54], [-6.26, -1.21, 0.65], [-6.83, -2.37, 0.16], [-6.00, -3.30, -0.47], [-4.65, -3.08, -0.58], [-4.02, -1.90, -0.07], [-2.75, -1.75, -0.17], [3.47, -1.45, 1.15], [5.15, -0.69, 2.77], [4.58, 1.08, 4.44], [2.29, 1.99, 4.47], [0.18, 2.04, 3.89], [-1.80, 2.74, 3.35], [-2.49, 1.12, 3.52], [-2.58, 2.78, 0.98], [-3.92, 2.51, 2.10], [-5.21, 0.88, 1.63], [-6.89, -0.47, 1.14], [-7.90, -2.54, 0.25], [-6.42, -4.21, -0.88], [-4.01, -3.80, -1.08], [-1.79, 1.87, -1.85], [-0.99, 1.42, -3.01], [-1.74, 1.23, -4.23], [-0.13, 0.30, -2.62], [0.12, 2.79, -3.34], [0.24, 3.19, -4.67], [1.10, 4.23, -5.00], [1.82, 4.87, -4.01], [1.70, 4.47, -2.69], [0.85, 3.42, -2.33], [0.68, 2.89, -0.57], [-0.39, 4.22, 0.10], [-1.37, 4.82, -0.69], [-2.27, 5.72, -0.13], [-2.21, 6.02, 1.22], [-1.24, 5.42, 2.01], [-0.34, 4.53, 1.46], [2.33, 3.34, 0.09], [3.26, 2.30, 0.14], [4.54, 2.51, 0.61], [4.91, 3.77, 1.07], [3.99, 4.81, 1.04], [2.71, 4.60, 0.55], [-0.34, 2.68, -5.42], [1.19, 4.55, -6.03], [2.49, 5.69, -4.26], [2.27, 4.97, -1.92], [-1.44, 4.58, -1.74], [-3.03, 6.17, -0.76], [-2.92, 6.72, 1.66], [-1.19, 5.65, 3.07], [0.40, 4.05, 2.09], [2.96, 1.31, -0.19], [5.24, 1.69, 0.66], [5.91, 3.94, 1.45], [4.27, 5.80, 1.39], [2.00, 5.41, 0.53], [-0.80, -6.28, -0.86], [-1.15, -4.84, -1.20], [-1.59, -4.69, -2.65], [0.27, -3.25, -0.77], [1.03, -3.88, 1.17], [-0.17, -3.96, 2.12], [1.89, -5.13, 1.26], [1.95, -3.73, -2.08], [2.29, -5.19, -2.35], [3.16, -2.95, -1.56], [-1.63, -6.94, -1.14], [-0.64, -6.42, 0.21], [0.09, -6.63, -1.38], [-1.99, -4.53, -0.56], [-0.77, -4.93, -3.34], [-1.91, -3.67, -2.87], [-2.42, -5.36, -2.88], [1.62, -3.02, 1.46], [-0.84, -4.78, 1.86], [-0.76, -3.04, 2.09], [0.16, -4.11, 3.15], [1.37, -6.03, 0.91], [2.18, -5.31, 2.31], [2.81, -5.04, 0.69], [1.64, -3.27, -3.02], [2.52, -5.74, -1.44], [3.16, -5.26, -3.01], [1.46, -5.71, -2.84], [3.52, -3.36, -0.61], [2.92, -1.90, -1.40], [3.99, -3.00, -2.28]]}

# 3
{"formula": "C43H49N7O2PbS3Te", "method": "ωB97M-V/def2-TZVPD", "fmax_ev_per_a": 0.55, "spin_multiplicity": 1, "total_charge": 4, "e_tot_ha": -3855.70093, "homo_ev": -16.67, "lumo_ev": -12.1, "orbital_gap_ev": 4.573, "symbols": ["Pb", "C", "C", "N", "C", "C", "S", "C", "C", "N", "H", "H", "H", "H", "H", "H", "H", "H", "H", "H", "H", "H", "H", "H", "C", "C", "C", "C", "C", "C", "C", "S", "O", "C", "C", "C", "C", "C", "C", "C", "C", "C", "C", "C", "C", "C", "C", "C", "C", "C", "C", "C", "C", "S", "O", "C", "C", "C", "C", "C", "C", "C", "H", "H", "H", "H", "H", "H", "H", "H", "H", "H", "H", "H", "H", "H", "H", "H", "H", "H", "H", "H", "H", "H", "H", "H", "H", "H", "C", "Te", "C", "H", "H", "H", "H", "H", "H", "N", "N", "N", "C", "N", "N", "H", "H", "H"], "coordinates": [[0.69, -1.90, 1.76], [-0.42, -4.15, 3.70], [1.06, -4.49, 3.88], [1.94, -3.50, 3.21], [3.06, -4.11, 2.46], [2.62, -4.85, 1.20], [1.60, -3.86, 0.06], [-0.01, -4.72, 0.02], [-0.63, -5.01, 1.38], [-0.73, -3.83, 2.28], [-1.03, -4.99, 4.05], [-0.68, -3.28, 4.30], [1.28, -4.55, 4.94], [1.28, -5.48, 3.47], [2.36, -2.90, 3.92], [3.75, -3.30, 2.19], [3.61, -4.81, 3.09], [3.51, -5.14, 0.64], [2.08, -5.77, 1.42], [-0.64, -4.07, -0.59], [0.13, -5.65, -0.53], [-1.62, -5.43, 1.21], [-0.06, -5.79, 1.89], [-1.69, -3.50, 2.25], [-6.34, -2.77, -3.54], [-5.09, -2.39, -2.80], [-4.77, -2.99, -1.58], [-3.62, -2.63, -0.89], [-2.79, -1.65, -1.42], [-3.08, -1.04, -2.63], [-4.23, -1.42, -3.31], [-1.35, -1.18, -0.54], [-0.29, -0.77, -1.52], [-1.86, 0.19, 0.49], [-2.33, -0.26, 1.75], [-2.79, 0.62, 2.68], [-2.74, 2.01, 2.42], [-3.20, 2.94, 3.38], [-3.14, 4.28, 3.13], [-2.61, 4.75, 1.91], [-2.18, 3.87, 0.95], [-2.24, 2.48, 1.17], [-1.83, 1.53, 0.18], [-1.48, 2.09, -1.16], [-2.55, 2.56, -1.99], [-3.91, 2.32, -1.67], [-4.90, 2.78, -2.48], [-4.60, 3.53, -3.64], [-3.30, 3.78, -3.97], [-2.25, 3.30, -3.16], [-0.89, 3.56, -3.50], [0.12, 3.08, -2.73], [-0.19, 2.33, -1.57], [1.07, 1.56, -0.62], [1.80, 2.57, 0.26], [2.33, 1.30, -1.88], [3.54, 2.06, -1.64], [4.63, 1.92, -2.57], [4.54, 1.06, -3.63], [5.63, 0.92, -4.66], [3.34, 0.31, -3.78], [2.24, 0.40, -2.92], [-6.72, -3.73, -3.21], [-6.16, -2.81, -4.61], [-7.11, -2.02, -3.36], [-5.42, -3.76, -1.18], [-3.39, -3.11, 0.06], [-2.42, -0.29, -3.04], [-4.46, -0.95, -4.26], [-2.40, -1.33, 1.94], [-3.19, 0.28, 3.62], [-3.61, 2.57, 4.31], [-3.50, 4.99, 3.86], [-2.56, 5.81, 1.72], [-1.79, 4.26, 0.02], [-4.16, 1.75, -0.78], [-5.94, 2.58, -2.23], [-5.40, 3.90, -4.26], [-3.06, 4.36, -4.86], [-0.68, 4.15, -4.38], [1.15, 3.28, -3.00], [3.35, 3.05, -1.22], [5.50, 2.54, -2.44], [6.55, 1.39, -4.33], [5.32, 1.38, -5.59], [5.83, -0.13, -4.87], [3.27, -0.36, -4.62], [1.35, -0.19, -3.07], [5.75, 0.27, -0.14], [3.94, 1.20, 0.47], [4.85, 2.94, 1.19], [6.48, 1.01, -0.47], [5.52, -0.44, -0.93], [6.15, -0.26, 0.73], [5.27, 2.70, 2.17], [4.07, 3.70, 1.27], [5.62, 3.23, 0.49], [2.95, 3.46, 4.32], [2.60, 2.12, 4.33], [2.24, 1.50, 5.41], [2.08, 0.26, 4.96], [2.34, 0.16, 3.65], [2.70, 1.38, 3.26], [2.66, 3.86, 5.21], [2.51, 3.90, 3.52], [1.77, -0.54, 5.60]]}

# 4
{"formula": "C43H50As2N3O10PReSSe2", "method": "ωB97M-V/def2-TZVPD", "fmax_ev_per_a": 2.26, "spin_multiplicity": 2, "total_charge": 2, "e_tot_ha": -12676.88077, "homo_ev": [-12.68, -12.69], "lumo_ev": [-7.0, -6.6], "s_squared": 1.01, "orbital_gap_ev": [5.636, 6.062], "symbols": ["Re", "N", "C", "C", "C", "C", "C", "C", "P", "C", "C", "C", "C", "C", "C", "C", "C", "C", "C", "C", "C", "H", "H", "H", "H", "H", "H", "H", "H", "H", "H", "H", "H", "H", "H", "H", "H", "O", "C", "C", "C", "O", "C", "Se", "C", "Se", "H", "H", "H", "H", "H", "H", "H", "H", "H", "H", "N", "C", "S", "C", "C", "C", "N", "C", "C", "H", "H", "H", "H", "H", "H", "C", "O", "C", "O", "C", "C", "As", "C", "C", "C", "As", "C", "C", "O", "O", "C", "C", "O", "O", "C", "C", "O", "O", "C", "H", "H", "H", "H", "H", "H", "H", "H", "H", "H", "H", "H", "H", "H", "H", "H", "H", "H"], "coordinates": [[-0.77, -0.79, -0.43], [0.78, -2.28, 0.79], [0.49, -2.57, 2.17], [1.14, -3.62, 2.81], [0.87, -3.91, 4.13], [-0.07, -3.16, 4.82], [-0.71, -2.11, 4.20], [-0.44, -1.80, 2.86], [-1.36, -0.48, 2.00], [-3.03, -0.77, 2.68], [-3.82, 0.28, 3.14], [-5.00, 0.02, 3.82], [-5.40, -1.29, 4.03], [-4.65, -2.34, 3.52], [-3.48, -2.08, 2.84], [-0.95, 1.10, 2.82], [-1.33, 2.26, 2.15], [-1.06, 3.50, 2.71], [-0.42, 3.58, 3.94], [-0.05, 2.42, 4.60], [-0.29, 1.18, 4.04], [1.70, -1.79, 0.78], [0.95, -3.15, 0.29], [1.88, -4.19, 2.27], [1.37, -4.73, 4.61], [-0.30, -3.39, 5.85], [-1.46, -1.53, 4.74], [-3.51, 1.31, 3.00], [-5.58, 0.83, 4.21], [-6.29, -1.49, 4.61], [-4.97, -3.36, 3.67], [-2.88, -2.91, 2.48], [-1.83, 2.20, 1.19], [-1.35, 4.39, 2.18], [-0.20, 4.54, 4.37], [0.44, 2.48, 5.56], [0.04, 0.29, 4.55], [-0.59, 2.26, -4.71], [-0.43, 0.90, -4.42], [-1.81, 0.27, -4.24], [-2.58, 0.46, -5.57], [-3.87, -0.09, -5.45], [-2.62, 1.03, -3.19], [-1.95, 1.17, -1.35], [-1.76, -1.23, -3.95], [-0.42, -1.84, -2.64], [0.19, 2.75, -4.45], [0.15, 0.76, -3.49], [0.10, 0.40, -5.24], [-2.02, -0.04, -6.38], [-2.62, 1.53, -5.78], [-4.36, 0.10, -6.26], [-3.63, 0.62, -3.15], [-2.66, 2.08, -3.50], [-1.52, -1.79, -4.86], [-2.73, -1.57, -3.59], [-7.10, -4.16, -0.27], [-5.88, -4.62, 0.02], [-5.65, -6.14, 0.63], [-4.73, -3.73, -0.14], [-4.85, -2.34, -0.06], [-3.72, -1.55, -0.13], [-2.49, -2.05, -0.29], [-2.37, -3.39, -0.37], [-3.44, -4.24, -0.29], [-7.90, -4.77, -0.13], [-7.26, -3.28, -0.73], [-5.80, -1.86, 0.10], [-3.81, -0.48, -0.05], [-1.37, -3.79, -0.51], [-3.29, -5.31, -0.36], [2.24, 4.87, 0.01], [1.27, 4.27, -0.84], [1.37, 3.06, -1.35], [0.44, 2.61, -1.98], [2.52, 2.16, -1.08], [3.81, 2.42, -1.30], [5.51, 1.33, -1.09], [5.80, 1.12, -3.02], [4.37, -0.08, -0.36], [3.25, -0.45, -1.01], [1.64, 0.46, -0.44], [1.85, 1.10, 1.41], [3.40, -0.87, -2.41], [4.43, -1.33, -2.82], [2.28, -0.79, -3.14], [2.41, -1.31, -4.46], [4.40, -0.22, 1.10], [3.68, -1.02, 1.68], [5.32, 0.54, 1.68], [5.54, 0.36, 3.07], [4.11, 3.63, -2.15], [3.53, 3.71, -3.21], [5.01, 4.53, -1.82], [5.70, 4.58, -0.58], [2.94, 5.46, -0.59], [2.78, 4.13, 0.61], [1.69, 5.54, 0.66], [6.48, 1.91, -3.34], [4.89, 1.19, -3.60], [6.28, 0.16, -3.21], [2.83, 1.54, 1.59], [1.66, 0.32, 2.15], [1.09, 1.88, 1.52], [1.41, -1.36, -4.88], [2.85, -2.31, -4.42], [3.05, -0.67, -5.06], [6.32, 1.07, 3.35], [5.87, -0.66, 3.27], [4.63, 0.56, 3.63], [5.67, 5.61, -0.24], [6.74, 4.29, -0.74], [5.25, 3.92, 0.17]]}